Below is a cluster of 14 separate species, C84H210N14 in total, with properties calculated with wB97M-V/def2-TZVPD.

Cartesian coordinates (Å):
C: -25.858 5.695 14.936
C: -26.105 5.656 16.439
N: -27.504 5.437 16.772
C: -27.970 5.998 18.052
C: -27.403 5.285 19.347
C: -27.917 4.049 16.564
C: -29.431 3.920 16.488
H: -26.539 6.461 14.564
H: -25.959 4.795 14.329
H: -24.841 6.064 14.805
H: -25.412 4.897 16.802
H: -25.811 6.608 16.880
H: -27.651 7.041 18.064
H: -29.055 6.080 18.107
H: -27.920 4.334 19.474
H: -26.342 5.037 19.309
H: -27.630 5.808 20.276
H: -27.612 3.456 17.426
H: -27.472 3.616 15.667
H: -29.951 4.244 17.389
H: -29.726 2.932 16.132
H: -29.884 4.658 15.826
C: -18.773 4.989 17.853
C: -19.049 6.220 18.667
N: -18.977 7.488 17.915
C: -19.482 8.632 18.706
C: -21.041 8.573 18.759
C: -17.559 7.710 17.652
C: -17.408 8.791 16.582
H: -19.135 5.174 16.842
H: -19.286 4.135 18.296
H: -17.723 4.699 17.806
H: -20.079 6.116 19.008
H: -18.402 6.248 19.544
H: -19.118 8.707 19.731
H: -19.215 9.606 18.297
H: -21.395 9.375 19.407
H: -21.423 8.734 17.751
H: -21.473 7.645 19.133
H: -17.245 6.799 17.143
H: -16.954 7.925 18.533
H: -16.364 8.787 16.269
H: -17.565 9.789 16.990
H: -18.092 8.573 15.761
C: -21.834 5.765 25.734
C: -22.367 4.400 26.185
N: -21.280 3.403 26.361
C: -20.316 3.822 27.464
C: -19.065 2.923 27.539
C: -21.832 2.064 26.550
C: -22.729 1.835 27.771
H: -21.527 6.347 26.603
H: -22.591 6.322 25.182
H: -21.006 5.731 25.026
H: -23.037 4.523 27.036
H: -23.027 4.045 25.394
H: -19.968 4.818 27.192
H: -20.786 3.901 28.444
H: -18.616 2.850 26.549
H: -18.344 3.345 28.238
H: -19.339 1.891 27.759
H: -21.057 1.302 26.636
H: -22.467 1.784 25.709
H: -22.155 1.988 28.684
H: -23.093 0.808 27.798
H: -23.625 2.456 27.749
C: -20.117 9.907 24.967
C: -18.572 9.865 25.049
N: -17.953 8.682 24.376
C: -17.960 8.739 22.944
C: -16.832 7.872 22.359
C: -18.267 7.358 24.959
C: -17.725 7.252 26.379
H: -20.559 10.726 25.533
H: -20.561 9.016 25.412
H: -20.470 10.006 23.941
H: -18.169 10.819 24.708
H: -18.279 9.942 26.096
H: -17.740 9.777 22.693
H: -18.934 8.539 22.499
H: -16.932 8.031 21.285
H: -16.975 6.794 22.435
H: -15.801 8.060 22.659
H: -19.353 7.273 24.928
H: -17.941 6.499 24.372
H: -16.722 7.664 26.493
H: -18.417 7.784 27.032
H: -17.725 6.240 26.783
C: -21.028 1.993 12.402
C: -20.220 1.445 13.591
N: -19.574 2.475 14.411
C: -18.461 3.140 13.705
C: -18.119 4.539 14.286
C: -19.037 1.901 15.619
C: -20.113 1.834 16.729
H: -20.301 2.261 11.634
H: -21.706 2.808 12.656
H: -21.725 1.281 11.961
H: -20.930 0.907 14.219
H: -19.552 0.725 13.120
H: -17.598 2.475 13.735
H: -18.701 3.336 12.659
H: -17.246 4.934 13.766
H: -18.971 5.219 14.294
H: -17.710 4.462 15.293
H: -18.192 2.445 16.043
H: -18.681 0.906 15.351
H: -20.442 2.869 16.814
H: -19.734 1.545 17.710
H: -20.905 1.133 16.466
C: -19.936 -1.429 28.931
C: -19.579 -1.486 27.462
N: -20.667 -1.150 26.556
C: -20.146 -1.312 25.166
C: -21.102 -0.715 24.107
C: -21.957 -1.902 26.818
C: -21.915 -3.387 26.468
H: -20.150 -0.385 29.160
H: -19.179 -1.815 29.615
H: -20.771 -2.073 29.206
H: -18.708 -0.831 27.502
H: -19.208 -2.496 27.290
H: -19.162 -0.881 24.980
H: -19.911 -2.364 25.004
H: -21.304 0.329 24.346
H: -20.672 -0.619 23.110
H: -21.978 -1.359 24.036
H: -22.782 -1.453 26.264
H: -22.300 -1.822 27.849
H: -22.870 -3.841 26.731
H: -21.076 -3.897 26.941
H: -21.870 -3.499 25.384
C: -18.941 -2.781 21.651
C: -18.012 -1.683 20.931
N: -18.102 -1.836 19.460
C: -17.064 -0.909 18.819
C: -15.587 -1.259 19.123
C: -19.435 -1.525 18.913
C: -19.630 -1.945 17.433
H: -20.029 -2.733 21.605
H: -18.660 -2.836 22.703
H: -18.606 -3.759 21.304
H: -18.371 -0.676 21.138
H: -16.980 -1.765 21.273
H: -17.209 -1.015 17.743
H: -17.286 0.132 19.049
H: -15.008 -0.770 18.339
H: -15.217 -1.036 20.124
H: -15.516 -2.328 18.921
H: -19.755 -0.484 18.959
H: -20.175 -2.055 19.512
H: -19.123 -1.221 16.795
H: -20.687 -1.943 17.165
H: -19.208 -2.917 17.175
C: -26.720 10.194 22.181
C: -26.303 8.714 22.283
N: -25.019 8.402 22.989
C: -23.926 8.891 22.108
C: -22.559 8.834 22.651
C: -24.831 6.956 23.304
C: -25.576 6.483 24.512
H: -26.702 10.659 23.167
H: -27.724 10.326 21.778
H: -26.044 10.823 21.602
H: -27.066 8.250 22.908
H: -26.387 8.179 21.337
H: -24.012 9.944 21.840
H: -23.949 8.400 21.135
H: -21.844 9.454 22.109
H: -22.129 7.833 22.620
H: -22.570 9.136 23.698
H: -25.026 6.370 22.405
H: -23.774 6.746 23.468
H: -26.656 6.412 24.383
H: -25.231 5.487 24.791
H: -25.368 7.065 25.410
C: -23.145 -3.049 20.501
C: -23.374 -4.519 20.006
N: -22.230 -5.405 20.329
C: -21.006 -4.991 19.736
C: -20.948 -5.007 18.228
C: -22.058 -5.733 21.763
C: -23.315 -6.355 22.464
H: -22.559 -2.571 19.716
H: -22.601 -3.001 21.444
H: -24.107 -2.550 20.618
H: -24.238 -4.952 20.510
H: -23.582 -4.553 18.936
H: -20.793 -3.992 20.117
H: -20.169 -5.586 20.103
H: -21.462 -5.845 17.758
H: -21.487 -4.135 17.859
H: -19.916 -4.991 17.878
H: -21.793 -4.858 22.356
H: -21.273 -6.475 21.909
H: -23.112 -6.755 23.458
H: -23.778 -7.213 21.977
H: -24.138 -5.653 22.597
C: -22.951 5.760 11.999
C: -21.827 6.438 12.798
N: -22.130 6.458 14.278
C: -21.057 7.338 14.879
C: -21.205 8.845 14.523
C: -22.071 5.078 14.834
C: -22.386 5.139 16.325
H: -22.988 4.703 12.261
H: -22.788 5.841 10.924
H: -23.915 6.242 12.163
H: -20.864 6.011 12.518
H: -21.745 7.449 12.397
H: -20.993 7.317 15.967
H: -20.072 7.008 14.550
H: -21.069 9.091 13.470
H: -22.193 9.231 14.773
H: -20.428 9.438 15.007
H: -21.063 4.675 14.729
H: -22.809 4.428 14.367
H: -21.580 5.590 16.903
H: -22.442 4.138 16.754
H: -23.320 5.631 16.595
C: -15.639 0.013 23.797
C: -16.591 1.166 24.061
N: -17.568 1.518 22.976
C: -18.693 2.358 23.426
C: -18.296 3.776 23.824
C: -16.860 1.982 21.751
C: -17.819 2.183 20.556
H: -14.992 0.064 22.922
H: -16.245 -0.892 23.749
H: -15.002 0.032 24.681
H: -17.135 0.952 24.981
H: -16.056 2.083 24.308
H: -19.375 2.322 22.576
H: -19.136 1.910 24.316
H: -19.158 4.276 24.266
H: -17.478 3.756 24.545
H: -17.921 4.273 22.929
H: -16.034 1.321 21.491
H: -16.434 2.965 21.951
H: -18.401 1.278 20.376
H: -17.245 2.414 19.659
H: -18.384 3.069 20.846
C: -25.185 -0.917 22.742
C: -24.775 -0.016 23.972
N: -25.826 1.018 24.193
C: -25.570 1.787 25.488
C: -26.141 1.036 26.690
C: -25.842 1.991 23.067
C: -27.171 2.773 23.146
H: -25.158 -0.394 21.787
H: -26.149 -1.394 22.920
H: -24.403 -1.660 22.585
H: -24.685 -0.718 24.802
H: -23.837 0.508 23.793
H: -26.126 2.725 25.485
H: -24.513 2.016 25.627
H: -27.180 0.735 26.557
H: -26.161 1.626 27.606
H: -25.535 0.209 27.061
H: -25.074 2.752 23.199
H: -25.743 1.422 22.142
H: -27.243 3.349 22.223
H: -28.040 2.120 23.067
H: -27.365 3.498 23.937
C: -25.323 0.919 18.834
C: -24.516 0.169 17.823
N: -25.205 -0.159 16.586
C: -25.752 1.048 15.897
C: -24.678 2.131 15.606
C: -24.340 -0.917 15.612
C: -24.018 -2.331 16.058
H: -24.815 0.991 19.796
H: -26.248 0.392 19.068
H: -25.597 1.919 18.497
H: -23.593 0.679 17.547
H: -24.246 -0.759 18.327
H: -26.120 0.712 14.928
H: -26.528 1.532 16.491
H: -25.099 2.715 14.787
H: -24.448 2.846 16.396
H: -23.774 1.728 15.149
H: -23.450 -0.322 15.405
H: -24.881 -0.977 14.667
H: -24.841 -3.044 16.008
H: -23.608 -2.426 17.063
H: -23.338 -2.736 15.309
C: -22.105 0.725 20.880
C: -22.469 2.015 21.650
N: -21.818 3.199 21.142
C: -22.328 3.580 19.817
C: -23.680 4.329 19.886
C: -21.727 4.244 22.182
C: -20.909 5.458 21.802
H: -22.475 -0.170 21.381
H: -21.019 0.635 20.871
H: -22.482 0.697 19.857
H: -23.554 2.119 21.654
H: -22.151 1.797 22.670
H: -21.523 4.108 19.306
H: -22.444 2.707 19.176
H: -23.621 5.326 20.324
H: -24.050 4.358 18.861
H: -24.418 3.864 20.539
H: -21.117 3.901 23.017
H: -22.693 4.631 22.505
H: -21.408 6.097 21.073
H: -19.981 5.112 21.346
H: -20.592 5.974 22.708

Results
E = -111369.625 eV
charge = 0
HOMO energy = -8.030 eV

Mulliken population analysis, charges in e, atoms 1 to 2: atom 1 (C): -1.222, atom 2 (C): -0.010